Version P
Entry from the Open Molecules 2025 dataset: C7H13N2S as an isolated structure (the ωB97M-V functional and the def2-TZVPD basis).

Summary:
Total charge ... +1
Lowest unoccupied orbital energy ... -3.045 eV
HOMO-LUMO gap ... 9.824 eV

```
23
C7H13N2S, DFT the ωB97M-V functional and the def2-TZVPD basis
C -0.228 -1.437 0.127
C -1.397 1.158 0.364
C -0.072 1.101 1.131
C 1.457 0.687 -0.981
C -2.234 -0.102 0.537
C 2.887 0.204 -0.714
C 0.920 0.284 0.373
N -1.511 -1.329 0.231
N 0.462 -2.527 -0.057
S 2.467 -0.263 1.012
H -1.992 1.997 0.720
H -1.195 1.320 -0.694
H 0.329 2.111 1.250
H -0.220 0.686 2.130
H 1.400 1.767 -1.118
H 0.983 0.215 -1.838
H -2.599 -0.174 1.569
H -3.105 -0.051 -0.124
H 3.215 -0.646 -1.305
H 3.644 0.983 -0.736
H -2.096 -2.163 0.179
H 1.472 -2.469 -0.028
H 0.049 -3.449 -0.119
```

Here are the natural (NBO) charges for atoms 1 to 4, given in e: number 1, C, carries 0.5015; number 2, C, carries -0.4057; number 3, C, carries -0.4880; number 4, C, carries -0.5015


Version Q
Entry from the Open Molecules 2025 dataset: an isolated ion of composition C7H13N2S and charge +1 (the ωB97M-V functional and the def2-TZVPD basis).

Summary:
Total charge ... +1
Lowest unoccupied orbital energy ... -4.503 eV
HOMO-LUMO gap ... 7.946 eV
Structure (SMILES) ... C/C=C(\C)C(=S)/[NH+]=C/NC

```
23
C7H13N2S, DFT the ωB97M-V functional and the def2-TZVPD basis
C -2.226 -1.040 -0.722
C 2.267 -1.068 -0.454
C -1.388 -0.664 0.230
C 0.097 -1.665 0.207
C -3.534 -0.357 -0.810
C -1.294 0.546 1.132
C 3.631 0.951 0.161
N 3.346 -0.319 -0.484
N 1.068 -0.650 -0.032
S 0.121 -3.258 0.066
H -2.052 -1.903 -1.384
H 2.200 -1.979 -0.940
H -4.186 -0.406 0.160
H -4.225 -0.584 -1.658
H -3.411 0.732 -0.959
H -0.766 1.281 0.542
H -0.832 0.104 2.048
H -2.404 0.801 1.288
H 4.529 0.710 0.735
H 3.850 1.601 -0.789
H 2.842 1.353 0.621
H 4.223 -0.782 -0.750
H 0.902 0.243 0.306
```

Here are the natural (NBO) charges for atoms 1 to 4, given in e: number 1, C, carries -0.1870; number 2, C, carries 0.4123; number 3, C, carries 0.0072; number 4, C, carries -0.0009


Verdict on stability: version P comes out on top.


Version P
Entry from the Open Molecules 2025 dataset: a 2-piece molecular cluster, C4H9S overall (the ωB97M-V functional and the def2-TZVPD basis).

Summary:
Lowest unoccupied orbital energy (spin up / spin down) ... 1.017 / -1.854 eV
HOMO-LUMO gap (spin up / spin down) ... 10.343 / 7.065 eV
Spin multiplicity ... 2

```
14
C4H9S, DFT the ωB97M-V functional and the def2-TZVPD basis
C 2.797 -0.543 -1.907
S 1.376 0.565 -2.068
H 2.509 -1.532 -2.229
H 3.168 -0.545 -0.890
H 3.549 -0.037 -2.516
C -1.702 0.990 0.248
C -1.894 -0.153 1.198
C -0.958 -0.666 1.975
H -1.500 1.905 0.802
H -2.542 1.166 -0.414
H -0.766 0.900 -0.305
H -2.935 -0.401 1.412
H -1.162 -1.341 2.796
H 0.060 -0.307 1.898
```

Here are the natural (NBO) charges for atoms 1 to 4, given in e: number 1, C, carries -0.7844; number 2, S, carries 0.0922; number 3, H, carries 0.2236; number 4, H, carries 0.2252


Version Q
Entry from the Open Molecules 2025 dataset: a 2-piece molecular cluster, C4H9S overall (the ωB97M-V functional and the def2-TZVPD basis).

Summary:
Lowest unoccupied orbital energy (spin up / spin down) ... 0.969 / -1.816 eV
HOMO-LUMO gap (spin up / spin down) ... 9.947 / 7.009 eV
Spin multiplicity ... 2

```
14
C4H9S, DFT the ωB97M-V functional and the def2-TZVPD basis
C 2.875 -0.072 -0.981
S 1.055 -0.040 -1.073
H 3.099 -1.076 -0.599
H 3.165 0.628 -0.211
H 3.264 -0.123 -1.994
C -1.980 0.861 0.162
C -2.199 -0.203 1.177
C -1.266 -0.656 2.013
H -2.324 1.820 0.553
H -2.589 0.621 -0.716
H -0.932 0.904 -0.140
H -3.247 -0.493 1.360
H -1.306 -1.581 2.571
H -0.441 0.038 2.146
```

Here are the natural (NBO) charges for atoms 1 to 4, given in e: number 1, C, carries -0.7952; number 2, S, carries 0.0898; number 3, H, carries 0.2432; number 4, H, carries 0.2322


Verdict on stability: version P comes out on top.


Version P
Entry from the Open Molecules 2025 dataset: an isolated molecule of C13H15N3O3 (the ωB97M-V functional and the def2-TZVPD basis).

Summary:
Lowest unoccupied orbital energy ... 0.596 eV
HOMO-LUMO gap ... 8.195 eV
Structure (SMILES) ... NCC(=O)N[C@@H](Cc1c[nH]c2ccccc12)C(=O)O

```
34
C13H15N3O3, DFT the ωB97M-V functional and the def2-TZVPD basis
C 3.405 -2.108 -2.266
C 2.012 -1.986 -1.596
C 0.497 -0.744 -0.049
C -0.246 -2.084 0.205
C -0.379 0.105 -0.911
C -1.257 0.865 -0.078
C -2.570 0.569 0.326
C -0.896 2.005 0.637
C -2.026 2.375 1.575
C 0.211 2.817 0.749
C -2.073 3.539 2.272
C 0.339 3.849 1.675
C -0.797 4.213 2.401
H 2.992 -2.854 -4.167
H 2.458 -3.967 -2.903
H 4.224 -2.204 -1.453
H 3.449 -1.030 -2.950
H 2.687 -0.650 -0.231
H 0.842 -0.356 0.879
H -1.072 -0.578 -1.436
H 0.203 0.814 -1.522
H -3.318 -0.338 0.219
H -3.957 1.299 1.623
H 1.039 2.593 0.063
H -3.015 4.050 2.770
H 1.219 4.469 1.777
H -0.722 4.996 3.091
H 0.149 -3.824 0.799
N 3.247 -3.246 -3.199
N 1.834 -0.961 -0.677
N -2.996 1.464 1.257
O 0.937 -2.654 -1.866
O -1.423 -2.288 0.119
O 0.598 -3.020 0.765
```

Here are the natural (NBO) charges for atoms 1 to 4, given in e: number 1, C, carries -0.3072; number 2, C, carries 0.6620; number 3, C, carries -0.1409; number 4, C, carries 0.8328


Version Q
Entry from the Open Molecules 2025 dataset: an isolated molecule of C13H15N3O3 (the ωB97M-V functional and the def2-TZVPD basis).

Summary:
Lowest unoccupied orbital energy ... 0.406 eV
HOMO-LUMO gap ... 8.660 eV
Structure (SMILES) ... N[C@@H](Cc1c[nH]c2ccccc12)C(=O)NCC(=O)O

```
34
C13H15N3O3, DFT the ωB97M-V functional and the def2-TZVPD basis
C 1.170 0.101 2.200
C -0.247 0.131 1.674
C 2.276 0.768 1.321
C 2.240 0.410 -0.154
C 2.791 -0.781 -0.575
C 1.340 0.827 -1.305
C 1.351 -0.239 -2.250
C 0.440 1.952 -1.457
C 0.550 -0.182 -3.476
C -0.444 1.923 -2.628
C -0.399 0.796 -3.631
C -2.030 -1.428 0.670
C -3.206 -0.641 1.068
H 2.438 -1.224 3.183
H 1.665 -1.885 1.850
H 1.281 0.741 3.244
H 3.222 0.371 1.658
H 2.369 1.873 1.514
H 3.376 -1.442 0.060
H 2.455 -2.054 -2.398
H 0.380 2.784 -0.697
H 0.686 -0.978 -4.210
H -1.283 2.755 -2.804
H -0.966 0.867 -4.612
H -0.647 -1.641 2.290
H -2.055 -2.467 0.769
H -1.770 -1.228 -0.379
H -2.143 1.089 1.784
N 1.565 -1.333 2.629
N 2.200 -1.190 -1.802
N -0.810 -1.104 1.510
O -0.815 1.251 1.536
O -4.345 -1.053 0.943
O -2.924 0.553 1.727
```

Here are the natural (NBO) charges for atoms 1 to 4, given in e: number 1, C, carries -0.1223; number 2, C, carries 0.7105; number 3, C, carries -0.4298; number 4, C, carries -0.0786


Verdict on stability: version P comes out on top.


Version P
Entry from the Open Molecules 2025 dataset: C44H42CaN8O4 as an isolated structure (the ωB97M-V functional and the def2-TZVPD basis).

Summary:
Lowest unoccupied orbital energy ... -0.405 eV
HOMO-LUMO gap ... 4.068 eV

```
99
C44H42CaN8O4, DFT the ωB97M-V functional and the def2-TZVPD basis
Ca -0.078 0.195 0.156
C -6.901 3.379 2.154
C -5.774 2.606 1.529
C -5.780 2.215 0.228
C -4.704 1.468 -0.332
C -4.733 1.128 -1.686
N -3.804 0.431 -2.294
C -3.730 0.270 -3.737
C -2.947 -0.974 -4.117
C -1.438 -0.781 -3.964
N -0.732 -2.024 -4.269
C -0.949 -3.222 -3.734
C -1.400 -3.607 -2.481
C -1.865 -4.965 -2.387
C -2.258 -5.511 -1.218
C -2.785 -6.914 -1.101
C -2.055 -4.731 -0.040
C -1.552 -3.467 -0.021
C -1.101 -2.958 1.287
N -0.407 -1.917 1.469
C 0.290 -1.744 2.744
C -0.358 -0.753 3.702
C -0.233 0.729 3.332
N -1.230 1.102 2.310
C -2.417 1.285 2.714
C -3.554 1.575 1.829
C -4.634 2.259 2.308
C -3.563 1.090 0.466
O -2.648 0.367 0.004
C -1.280 -2.775 -1.283
O -0.892 -1.598 -1.329
H -7.687 3.582 1.428
H -6.554 4.335 2.551
H -7.346 2.826 2.984
H -6.620 2.466 -0.413
H -5.567 1.465 -2.299
H -3.028 0.153 -1.666
H -3.253 1.157 -4.168
H -4.747 0.219 -4.130
H -3.177 -1.236 -5.152
H -3.274 -1.808 -3.490
H -1.179 -0.452 -2.964
H -1.077 -0.039 -4.678
H -0.319 -2.051 -5.187
H -0.727 -4.035 -4.421
H -1.934 -5.543 -3.304
H -3.067 -7.312 -2.075
H -3.664 -6.951 -0.455
H -2.036 -7.582 -0.669
H -2.245 -5.211 0.917
H -1.257 -3.675 2.107
H 1.258 -1.304 2.413
H 0.383 -2.713 3.251
H 0.146 -0.887 4.663
H -1.416 -1.002 3.865
H 0.760 0.895 2.893
H -0.403 1.330 4.234
H -2.653 1.265 3.787
H -4.616 2.572 3.349
C 3.060 5.665 -12.893
O 3.864 4.812 -12.098
C 3.381 4.443 -10.885
C 4.204 3.608 -10.131
C 3.799 3.183 -8.884
C 2.568 3.575 -8.354
C 1.756 4.405 -9.117
C 2.150 4.841 -10.373
C 2.109 3.147 -7.029
N 0.949 3.447 -6.499
C 0.950 2.844 -5.262
C 2.127 2.168 -5.047
N 2.865 2.372 -6.187
C 2.427 1.458 -3.842
C 3.643 0.835 -3.519
C 3.793 0.251 -2.284
C 2.711 0.228 -1.382
N 1.546 0.760 -1.727
C 1.406 1.417 -2.879
C 0.167 2.177 -3.057
N -0.701 2.193 -2.026
C -1.773 2.955 -2.123
C -2.074 3.723 -3.254
C -1.214 3.687 -4.327
C -0.057 2.907 -4.240
H 3.619 5.840 -13.807
H 2.878 6.618 -12.391
H 2.104 5.195 -13.137
H 5.157 3.307 -10.544
H 4.463 2.532 -8.327
H 0.803 4.712 -8.710
H 1.494 5.488 -10.936
H 3.796 2.040 -6.360
H 4.466 0.844 -4.227
H 4.736 -0.193 -1.994
H 2.680 -0.131 -0.311
H -2.431 2.972 -1.260
H -2.964 4.338 -3.270
H -1.397 4.264 -5.225
O 1.703 0.092 1.137
```

Here are the Löwdin charges for atoms 1 to 4, given in e: number 1, Ca, carries 1.1999; number 2, C, carries -0.0580; number 3, C, carries -0.2773; number 4, C, carries -0.0081


Version Q
Entry from the Open Molecules 2025 dataset: C44H42CaN8O4 as an isolated structure (the ωB97M-V functional and the def2-TZVPD basis).

Summary:
Lowest unoccupied orbital energy ... -0.325 eV
HOMO-LUMO gap ... 3.554 eV

```
99
C44H42CaN8O4, DFT the ωB97M-V functional and the def2-TZVPD basis
Ca -0.912 1.438 0.311
C -6.915 -0.365 -3.291
C -5.494 -0.146 -2.859
C -4.452 -0.105 -3.759
C -3.133 0.118 -3.366
C -2.068 0.129 -4.337
N -1.235 1.093 -4.487
C -1.327 2.445 -3.926
C -0.026 2.861 -3.258
C -0.007 4.281 -2.693
N -1.192 5.116 -3.008
C -1.984 5.786 -2.202
C -2.055 5.792 -0.799
C -2.357 7.028 -0.170
C -2.383 7.172 1.184
C -2.611 8.488 1.868
C -2.143 5.996 1.946
C -1.881 4.761 1.424
C -1.655 3.694 2.417
N -0.756 2.803 2.373
C -0.750 1.816 3.444
C -1.395 0.471 3.036
C -2.890 0.593 2.612
N -3.090 0.939 1.202
C -3.757 0.171 0.444
C -3.852 0.220 -1.041
C -5.137 -0.002 -1.514
C -2.739 0.279 -1.982
O -1.514 0.391 -1.703
C -1.905 4.567 -0.034
O -1.855 3.476 -0.616
H -7.005 -0.287 -4.375
H -7.592 0.369 -2.850
H -7.284 -1.352 -3.004
H -4.661 -0.227 -4.819
H -1.881 -0.723 -4.990
H -0.418 0.920 -5.059
H -2.146 2.484 -3.213
H -1.581 3.094 -4.773
H 0.795 2.754 -3.980
H 0.187 2.228 -2.380
H 0.821 4.843 -3.133
H 0.176 4.115 -1.599
H -1.353 5.298 -3.989
H -2.631 6.478 -2.740
H -2.523 7.896 -0.803
H -2.997 9.228 1.167
H -1.691 8.893 2.298
H -3.329 8.396 2.685
H -2.168 6.092 3.030
H -2.322 3.757 3.293
H -1.287 2.225 4.314
H 0.284 1.636 3.741
H -1.328 -0.176 3.911
H -0.806 -0.040 2.263
H -3.357 1.377 3.215
H -3.397 -0.355 2.838
H -4.349 -0.634 0.905
H -5.926 -0.073 -0.769
C 9.196 -8.526 2.024
O 7.833 -8.831 1.789
C 6.968 -7.794 1.647
C 5.637 -8.138 1.419
C 4.689 -7.149 1.261
C 5.038 -5.799 1.327
C 6.369 -5.471 1.556
C 7.334 -6.453 1.715
C 4.058 -4.720 1.165
N 4.343 -3.440 1.203
C 3.144 -2.796 1.008
C 2.129 -3.700 0.850
N 2.725 -4.941 0.952
C 0.774 -3.324 0.626
C -0.262 -4.257 0.453
C -1.537 -3.814 0.233
C -1.750 -2.428 0.211
N -0.798 -1.542 0.377
C 0.471 -1.946 0.576
C 1.561 -0.954 0.733
N 1.265 0.351 0.667
C 2.211 1.276 0.777
C 3.558 0.907 0.974
C 3.887 -0.418 1.073
C 2.879 -1.388 0.948
H 9.703 -9.483 2.108
H 9.322 -7.960 2.950
H 9.623 -7.956 1.196
H 5.379 -9.187 1.369
H 3.663 -7.448 1.083
H 6.636 -4.424 1.606
H 8.361 -6.169 1.891
H 2.283 -5.838 0.886
H -0.035 -5.317 0.491
H -2.371 -4.485 0.081
H -2.752 -2.058 0.011
H 1.812 2.302 0.597
H 4.310 1.683 1.040
H 4.900 -0.768 1.232
O 0.681 2.880 -0.505
```

Here are the Löwdin charges for atoms 1 to 4, given in e: number 1, Ca, carries 1.2871; number 2, C, carries -0.0613; number 3, C, carries -0.2838; number 4, C, carries -0.0066


Verdict on stability: version P comes out on top.